# 1
A molecular structure, C24H68CaN2O26P6. Source: OMol25; level of theory: ωB97M-V/def2-TZVPD.

The geometry in XYZ format:
```
127
Properties=species:S:1:pos:R:3:mulliken_charge:R:1
Ca 5.66667 25.86753 -10.52617 2.26
C 7.79019 23.29482 -9.88490 0.18
O 7.39958 24.27305 -10.45355 -0.35
N 8.83756 22.53637 -10.26398 0.63
C 9.26208 21.44483 -9.47074 -0.69
C 9.55813 22.90673 -11.42874 -0.80
H 7.16388 22.80180 -9.12539 -0.58
H 8.39122 21.13538 -8.89286 0.17
H 10.14649 21.60785 -8.85483 0.32
H 9.66338 20.63411 -10.07885 0.44
H 10.63017 22.89981 -11.23180 0.48
H 9.36875 22.21295 -12.24783 0.39
H 9.38816 23.91348 -11.81041 0.15
C 6.16172 24.36939 -13.50347 -0.94
O 5.48589 24.87429 -12.54397 0.29
N 6.56050 23.12952 -13.61485 0.49
C 7.04417 22.60078 -14.95433 -0.89
C 6.27863 22.12018 -12.67077 -0.44
H 6.23916 25.01309 -14.39333 0.33
H 8.05222 22.21333 -14.80660 0.29
H 7.20006 23.26895 -15.80129 0.36
H 6.32096 21.80303 -15.12364 0.36
H 5.55454 21.48289 -13.17837 0.52
H 7.10229 21.50537 -12.30787 0.51
H 5.94968 22.50760 -11.70650 -1.09
C 1.26747 28.62401 -10.56355 -0.07
O 1.66069 28.25856 -11.87262 -0.27
P 3.20007 28.05945 -12.25081 -0.89
O 3.94961 27.18593 -11.35523 1.07
O 4.00532 29.49493 -12.39045 0.25
C 3.34117 30.61326 -12.93564 -1.11
O 3.19091 27.40966 -13.73518 -0.34
C 2.58449 26.16309 -14.09961 -0.21
H 1.97190 28.13465 -9.89094 -0.42
H 0.32742 28.19092 -10.22172 0.39
H 1.18617 29.69367 -10.37040 0.30
H 2.49594 30.43655 -13.60082 0.32
H 3.87438 31.46291 -13.36210 0.36
H 2.87715 31.02487 -12.03933 0.32
H 2.37211 25.66819 -13.15194 -0.11
H 3.33899 25.59545 -14.64423 0.14
H 1.71646 26.15327 -14.75881 0.41
C 7.09829 31.11560 -12.51636 -1.12
O 6.57031 29.90264 -12.07729 0.65
P 7.19747 28.50924 -12.69044 -0.54
O 6.64821 27.31450 -12.09676 0.84
O 7.08464 28.76372 -14.33482 -0.37
C 5.93486 28.43782 -15.15764 -0.47
O 8.76810 28.70832 -12.44655 -0.31
C 9.72626 27.97169 -13.33971 -0.53
H 7.94602 30.87635 -13.15841 0.33
H 7.42518 31.57788 -11.58495 0.32
H 6.44783 31.69796 -13.16893 0.26
H 5.45323 29.40483 -15.30267 0.24
H 5.25537 27.69105 -14.74687 0.00
H 6.36981 28.04947 -16.07856 0.34
H 9.50796 28.15832 -14.39119 0.31
H 9.71485 26.93170 -13.01354 0.01
H 10.71199 28.38828 -13.13262 0.29
C 5.57648 25.72226 -5.29103 -0.51
O 5.84324 24.41183 -5.76080 -0.36
P 5.14737 23.91011 -7.18790 -0.39
O 5.63797 24.61927 -8.42348 0.55
O 5.36767 22.28197 -7.18638 -0.11
C 6.62565 21.77819 -6.84573 -0.87
O 3.55129 24.03710 -6.85089 0.26
C 2.90902 23.08189 -6.03854 -0.93
H 4.93530 26.37542 -5.88295 0.08
H 6.51567 26.26607 -5.18961 0.18
H 5.13991 25.64051 -4.29563 0.39
H 7.52425 22.39247 -6.90308 0.31
H 6.73909 20.94396 -7.53804 0.33
H 6.67680 21.29341 -5.87081 0.39
H 1.98927 23.38061 -5.53562 0.30
H 3.67120 22.72582 -5.34544 0.38
H 2.68035 22.14550 -6.54744 0.23
C 3.82116 20.96406 -9.99981 -0.12
O 2.68629 21.88654 -10.13622 -0.30
P 2.80408 23.23397 -10.96966 -0.13
O 3.85086 24.15335 -10.44649 0.44
O 3.08471 22.73274 -12.51146 -0.11
C 2.05087 22.23169 -13.36127 -1.01
O 1.28511 23.86204 -10.98689 -0.45
C 0.86273 24.85947 -10.11455 -0.35
H 4.70961 21.25309 -10.56125 -0.18
H 3.49118 19.98271 -10.34065 0.40
H 3.98387 21.00067 -8.92264 0.09
H 2.20801 22.41930 -14.42344 0.29
H 1.08572 22.73478 -13.30233 0.38
H 1.85861 21.17022 -13.51753 0.32
H -0.22146 24.97026 -10.09577 0.43
H 1.18680 25.82586 -10.50076 0.15
H 1.24244 24.67631 -9.10938 0.08
C 1.99242 27.29277 -7.02746 -0.37
O 2.54262 28.48260 -7.42949 -0.29
P 4.03542 28.49801 -8.08745 -1.04
O 4.48811 27.26278 -8.79488 1.44
O 3.98836 29.87416 -9.01475 -0.30
C 5.25164 30.38129 -9.62429 0.11
O 4.90353 28.93725 -6.76779 -0.01
C 4.55828 29.96123 -5.82118 -0.91
H 1.51275 27.56042 -6.08599 0.38
H 2.60720 26.39548 -6.95672 0.02
H 1.28673 26.96367 -7.79022 0.14
H 4.89112 30.54100 -10.64047 -0.29
H 6.09931 29.69607 -9.62159 -0.08
H 5.39452 31.30972 -9.07139 0.39
H 3.90945 29.60001 -5.02328 0.30
H 4.02858 30.85563 -6.14914 0.34
H 5.44071 30.33957 -5.30515 0.27
C 9.95049 26.14896 -6.56649 -0.93
O 8.86468 26.19675 -7.43373 -0.19
P 8.62610 27.23172 -8.64540 -0.59
O 7.29290 27.03834 -9.26285 0.54
O 8.98008 28.68709 -8.01248 -0.32
C 9.25949 29.83928 -8.86717 -0.48
O 9.71944 26.87725 -9.76604 0.49
C 11.11528 26.87663 -9.62831 -0.96
H 10.44671 27.08076 -6.83782 0.41
H 10.56047 25.27679 -6.80171 0.25
H 9.72557 26.23608 -5.50352 0.27
H 10.30631 30.08040 -9.05191 0.31
H 8.87807 30.77259 -8.45298 0.35
H 8.84729 29.69967 -9.86652 -0.04
H 11.49967 27.04602 -8.62251 0.25
H 11.77768 27.58656 -10.12362 0.28
H 11.53980 25.88809 -9.80344 0.34
```

As for the expectation value of S²: 0.770. Its spin multiplicity is 2. The HOMO energy (spin up / spin down) comes out at -16.44 / -16.44 eV. As for the charge: +3. Its gap between HOMO and LUMO (spin up / spin down) is 8.756 / 3.495 eV.

=====

# 2
11 unconnected molecules or ions with the total composition C24H68NO12. Source: OMol25; level of theory: ωB97M-V/def2-TZVPD.

The geometry in XYZ format:
```
105
Properties=species:S:1:pos:R:3:mulliken_charge:R:1
C 3.53880 1.75060 -1.80337 -0.73
C 2.59580 2.30933 -1.06152 -0.12
N 1.38800 2.86870 -1.67904 0.22
C 0.08660 2.31130 -1.12580 0.26
C -0.24426 1.07460 -1.95593 0.14
O -0.41223 1.15225 -3.12314 -0.52
O -0.34945 -0.07445 -1.25785 -0.20
H 4.52062 1.57572 -1.36575 0.25
H 3.37198 1.41827 -2.83168 0.28
H 2.59649 2.30679 0.02984 0.43
H 1.40720 2.67108 -2.68762 0.40
H 1.39939 3.89393 -1.56996 0.21
H -0.69820 3.06953 -1.25397 -0.38
H 0.23144 2.06116 -0.06848 0.41
H 0.49179 -0.27203 -0.80344 0.25
C -4.03350 0.20280 2.04104 -1.10
C -2.75205 0.93918 1.71160 0.36
O -1.72287 0.03754 1.29490 -0.43
H -3.86057 -0.53408 2.82200 0.31
H -4.80988 0.88822 2.37880 0.22
H -4.40896 -0.33423 1.16646 0.32
H -2.35678 1.45752 2.58436 0.46
H -2.92526 1.68510 0.92766 -0.34
H -2.04594 -0.43643 0.52032 0.18
C 6.29758 -1.75448 0.87523 -0.93
C 5.05408 -0.97599 1.23256 -0.27
O 4.48693 -0.29710 0.09472 -0.38
H 7.05849 -1.10149 0.45260 0.21
H 6.71326 -2.23322 1.75859 0.29
H 6.07029 -2.52586 0.13210 0.38
H 5.28117 -0.19874 1.95999 0.21
H 4.29322 -1.63313 1.66612 0.23
H 4.27112 -0.96982 -0.56157 0.24
C -3.92473 1.90371 -2.85458 -1.21
C -4.13097 2.55333 -1.50323 0.20
O -3.04704 3.45613 -1.20014 -0.54
H -2.96782 1.38070 -2.84612 0.17
H -4.71538 1.19324 -3.09310 0.40
H -3.89155 2.65538 -3.64617 0.36
H -4.13685 1.80514 -0.71227 0.00
H -5.07707 3.09500 -1.46274 0.30
H -3.05558 4.13709 -1.88278 0.23
C -5.18881 -4.34012 1.20036 -0.89
C -4.79216 -3.58248 2.45311 -0.29
O -5.54711 -2.38826 2.65455 -0.48
H -5.08256 -3.70357 0.32033 0.14
H -4.56494 -5.22144 1.05826 0.31
H -6.23134 -4.66255 1.25146 0.39
H -3.75276 -3.25668 2.38740 0.22
H -4.88749 -4.22851 3.33146 0.33
H -6.47551 -2.62950 2.74323 0.27
C -1.23390 -3.70298 -0.62781 -0.54
C 0.12505 -3.50418 -1.27008 -0.26
O 0.04020 -2.99094 -2.59447 -0.56
H -1.84762 -4.37792 -1.22511 0.18
H -1.13538 -4.11732 0.37609 0.35
H -1.76660 -2.75047 -0.55677 0.04
H 0.66019 -4.44831 -1.35464 0.40
H 0.73492 -2.83045 -0.64722 0.09
H -0.43328 -2.15246 -2.55785 0.33
C 5.68851 -1.44988 6.17277 -1.12
C 5.94733 -2.13378 4.84468 -0.15
O 6.89850 -1.43232 4.04631 -0.44
H 5.33721 -0.42990 6.01320 0.28
H 4.93997 -1.99125 6.75210 0.34
H 6.60438 -1.39880 6.76552 0.33
H 5.03508 -2.17229 4.24881 0.22
H 6.28628 -3.16195 5.00711 0.30
H 7.72723 -1.39513 4.53645 0.25
C -6.51127 3.40227 2.04694 -0.98
C -6.34025 4.24578 0.79838 -0.05
O -7.15246 3.76707 -0.27514 -0.54
H -6.26143 2.36283 1.83540 0.23
H -5.87241 3.76012 2.85594 0.32
H -7.54630 3.43053 2.39418 0.38
H -5.30919 4.20257 0.44810 0.08
H -6.58439 5.29205 1.00726 0.30
H -8.06577 3.80643 0.02961 0.32
C -0.48868 6.09446 -1.91375 -0.63
C 0.78503 6.86820 -2.16360 -0.51
O 1.80352 5.96909 -2.63138 -0.53
H -0.23799 5.31153 -1.19080 0.07
H -1.30669 6.69660 -1.52169 0.43
H -0.82875 5.61715 -2.83769 0.31
H 1.16036 7.30230 -1.23945 0.30
H 0.63936 7.67708 -2.88211 0.34
H 1.51366 5.62903 -3.48650 0.31
C -6.18300 -5.30398 -3.03567 -1.12
C -4.73712 -5.07302 -2.63992 -0.19
O -4.34388 -5.94009 -1.57525 -0.47
H -6.83789 -5.14666 -2.17822 0.26
H -6.48700 -4.62932 -3.83712 0.35
H -6.32757 -6.32952 -3.38219 0.33
H -4.59268 -4.05624 -2.27448 0.25
H -4.07378 -5.22385 -3.49782 0.36
H -4.45763 -6.84261 -1.89333 0.27
C 11.56283 -0.53597 -0.58184 -1.09
C 10.05900 -0.71298 -0.65565 -0.23
O 9.44987 -0.74433 0.63328 -0.43
H 12.00967 -1.33828 0.00538 0.28
H 12.00723 -0.54227 -1.57758 0.34
H 11.81775 0.41187 -0.10202 0.33
H 9.80699 -1.66496 -1.12150 0.27
H 9.61351 0.08663 -1.25855 0.28
H 9.64470 0.09172 1.07089 0.25
```

Its spin multiplicity is 1. The HOMO energy comes out at -11.75 eV. As for the charge: +1. Its gap between HOMO and LUMO is 9.247 eV.

=====

Number 1: F_max 5.0 eV Å⁻¹, DFT total energy -156368.2225 eV. Number 2: F_max 1.2 eV Å⁻¹, DFT total energy -52041.3512 eV.